1.
{
  "formula": "C11H21Cl2NNdO",
  "method": "ωB97M-V with the def2-TZVPD basis set",
  "elements": ["Nd", "Cl", "Cl", "C", "H", "H", "C", "C", "H", "C", "H", "C", "H", "H", "C", "H", "H", "C", "H", "H", "H", "H", "C", "N", "C", "C", "C", "O", "H", "H", "H", "H", "H", "H", "H", "H", "H"],
  "positions_angstrom": [[-1.585906, 0.764910, -1.005527], [-2.311157, 1.203901, 1.494396], [-0.192073, -0.484248, -2.921978], [-3.762388, 0.486535, -1.589129], [-4.335508, 0.083401, -2.445555], [-4.501188, 0.946058, -0.884035], [2.125701, 2.080231, -0.831572], [0.858340, 2.313140, -1.010757], [2.677982, 1.504531, -1.569157], [0.057378, 3.115780, -0.007157], [0.370748, 2.070965, -1.979053], [0.938222, 4.161250, 0.695963], [-0.831067, 3.573301, -0.480662], [-0.292859, 2.415498, 0.773357], [2.213132, 3.551169, 1.256792], [1.180730, 4.932899, -0.032440], [0.372736, 4.648988, 1.491786], [2.903750, 2.498816, 0.355892], [2.930491, 4.345377, 1.479448], [1.982516, 3.071369, 2.214145], [3.897373, 2.870934, 0.061314], [3.160312, 1.638728, 0.995376], [-0.215347, -4.876165, 0.067929], [-0.939901, -3.626478, 0.304325], [-2.374411, -3.701387, 0.527494], [-0.384542, -2.410556, 0.185757], [1.101372, -2.279285, 0.244741], [-1.130786, -1.396815, 0.045287], [-0.935884, -5.696936, 0.116832], [0.563859, -5.053741, 0.821318], [0.255198, -4.887109, -0.926857], [-2.635210, -3.254890, 1.495927], [-2.923238, -3.174291, -0.260750], [-2.651359, -4.755746, 0.536914], [1.478269, -1.996834, -0.744702], [1.357260, -1.477531, 0.946519], [1.577455, -3.205771, 0.577820]],
  "forces_ev_per_angstrom": [[-2.44, -1.15, -0.16], [0.00, 0.25, 0.93], [0.52, -0.22, -0.43], [0.53, 0.71, -0.01], [0.27, 0.05, 0.09], [0.40, -0.32, -0.16], [1.61, -0.96, -0.35], [-1.72, 1.41, -0.85], [-0.10, 0.04, -0.12], [0.21, -0.35, 0.36], [0.71, -0.03, 0.54], [-0.31, 0.00, -0.52], [0.30, -0.07, 0.27], [-0.20, 0.40, -0.17], [0.12, -0.26, 0.37], [0.12, 0.15, -0.14], [0.01, -0.04, 0.02], [0.58, 0.36, 0.87], [-0.08, 0.00, 0.06], [-0.08, 0.09, -0.07], [-0.28, -0.02, -0.25], [-0.21, -0.03, -0.28], [0.22, 0.18, 0.03], [0.13, -0.57, 0.12], [-0.41, 0.15, -0.14], [-1.64, 2.10, -0.59], [0.41, -0.08, -0.04], [1.70, -2.24, 0.76], [0.24, 0.17, -0.03], [-0.19, -0.02, -0.12], [-0.14, 0.02, 0.27], [0.04, 0.01, -0.29], [0.04, -0.03, 0.19], [-0.11, 0.15, 0.00], [-0.10, -0.01, 0.10], [-0.16, -0.10, -0.18], [0.04, 0.23, -0.10]],
  "total_energy_ha": -2043.55953,
  "multiplicity": 4,
  "s_squared": 3.767,
  "total_charge": -1
}


2.
{
  "formula": "C3H8BN",
  "method": "ωB97M-V with the def2-TZVPD basis set",
  "elements": ["B", "C", "C", "C", "N", "H", "H", "H", "H", "H", "H", "H", "H"],
  "positions_angstrom": [[-0.764008, -1.463738, -1.534156], [0.700676, 0.594771, 1.274478], [0.604623, 1.421899, -0.057593], [-0.399070, 0.348814, 0.254286], [-0.474320, -0.850862, -0.365813], [-0.643150, -2.657413, -1.567279], [-1.056342, -0.674526, -2.397237], [1.468979, -0.014139, 1.708766], [0.358154, 1.183760, 2.234856], [0.179294, 2.387043, 0.053098], [1.278184, 1.112990, -0.867258], [-1.351140, 0.791357, 0.611203], [0.098120, -2.179955, 0.652651]],
  "forces_ev_per_angstrom": [[-0.02, -0.07, -0.85], [-1.65, 3.48, 1.48], [1.05, -2.41, 0.76], [-0.64, 1.47, 2.62], [1.91, -4.92, 2.47], [-0.26, 0.37, -0.52], [-0.13, -0.40, -0.19], [0.44, -0.94, -1.27], [0.26, -0.85, -2.18], [0.27, 0.86, -0.35], [-0.15, 0.73, 0.41], [0.34, -0.65, -0.29], [-1.41, 3.34, -2.10]],
  "relative_energy_kcal_mol": 106.08
}


3.
{
  "formula": "C2H8N2",
  "method": "ωB97M-V with the def2-TZVPD basis set",
  "elements": ["N", "H", "H", "H", "C", "C", "N", "H", "H", "H", "H", "H"],
  "positions_angstrom": [[-0.761269, -1.995097, -1.816475], [0.026044, -2.622954, -1.944952], [-0.995873, -1.236197, -2.434924], [-0.446172, -1.669208, -0.899646], [0.162916, 0.829034, 1.944571], [0.447854, 0.941201, -0.453127], [-0.023156, 0.287339, 0.513703], [-0.537655, 0.365875, 2.640573], [-0.195084, 1.857424, 1.942372], [1.194100, 0.693497, 2.212159], [0.616785, 2.004738, -0.243456], [0.511510, 0.544349, -1.460798]],
  "forces_ev_per_angstrom": [[0.68, -0.40, 2.22], [-0.26, 0.10, -1.72], [0.58, -0.30, -0.51], [-1.09, 0.45, 0.10], [-1.48, -1.31, -0.29], [-1.25, -0.72, -0.07], [1.50, 2.55, 1.05], [0.31, -0.50, -0.17], [0.26, 0.27, -0.55], [0.28, -0.04, 0.14], [0.27, -0.04, -0.21], [0.21, -0.06, 0.00]],
  "multiplicity": 2,
  "s_squared": 0.760,
  "total_charge": 1,
  "relative_energy_kcal_mol": 70.87
}